(1)
This record from the Open Molecules 2025 dataset describes C44H36ClLuO3P2 as an isolated structure. The level of theory is ωB97M-V/def2-TZVPD.

The geometry in XYZ format:
```
87
Properties=species:S:1:pos:R:3
Lu -0.399 -0.020 -0.417
P -0.422 2.295 -0.627
C -0.711 0.038 1.382
O -0.904 0.073 2.532
P -0.442 -2.344 -0.478
C -0.389 3.263 0.925
C -1.895 2.979 -1.473
C 1.008 2.939 -1.561
C 1.153 -3.198 -0.762
C -1.061 -3.185 1.023
C -1.551 -2.946 -1.798
C 0.684 4.093 1.266
C 0.670 4.799 2.471
C -0.414 4.683 3.339
C -1.488 3.856 3.003
C -1.475 3.148 1.805
H 1.527 4.193 0.589
H 1.508 5.441 2.726
H -0.423 5.233 4.276
H -2.333 3.757 3.678
H -2.310 2.502 1.549
C 2.279 2.457 -1.220
C 3.410 2.945 -1.868
C 3.279 3.907 -2.872
C 2.015 4.380 -3.224
C 0.880 3.900 -2.569
H 2.363 1.686 -0.457
H 4.392 2.566 -1.600
H 4.161 4.279 -3.387
H 1.909 5.119 -4.012
H -0.103 4.263 -2.850
C -2.342 4.281 -1.204
C -3.455 4.794 -1.869
C -4.131 4.011 -2.806
C -3.690 2.715 -3.077
C -2.580 2.197 -2.413
H -1.826 4.889 -0.468
H -3.795 5.802 -1.652
H -5.001 4.411 -3.321
H -4.215 2.102 -3.805
H -2.228 1.192 -2.625
C -2.256 -3.913 1.034
C -2.697 -4.518 2.212
C -1.949 -4.404 3.383
C -0.755 -3.679 3.376
C -0.315 -3.070 2.205
H -2.838 -4.011 0.123
H -3.626 -5.082 2.211
H -2.294 -4.875 4.299
H -0.170 -3.582 4.286
H 0.611 -2.502 2.205
C 2.181 -2.537 -1.448
C 3.391 -3.188 -1.687
C 3.588 -4.495 -1.240
C 2.569 -5.156 -0.552
C 1.357 -4.511 -0.313
H 2.018 -1.523 -1.799
H 4.182 -2.669 -2.221
H 4.534 -4.997 -1.423
H 2.718 -6.172 -0.197
H 0.571 -5.025 0.233
C -1.283 -4.096 -2.546
C -2.182 -4.515 -3.528
C -3.352 -3.792 -3.762
C -3.622 -2.643 -3.016
C -2.722 -2.217 -2.043
H -0.368 -4.655 -2.373
H -1.964 -5.404 -4.114
H -4.047 -4.118 -4.531
H -4.527 -2.072 -3.202
H -2.905 -1.307 -1.475
H 2.991 -0.106 -4.078
H 2.410 -0.122 -4.541
Cl 1.299 0.937 6.920
C 1.671 0.541 5.253
C 2.354 -0.640 4.946
C 2.649 -0.953 3.614
C 2.236 -0.100 2.573
C 1.582 1.087 2.897
C 1.295 1.409 4.227
C 2.569 -0.432 1.172
O 3.751 -0.963 0.958
O 1.766 -0.325 0.111
H 2.657 -1.314 5.736
H 3.178 -1.872 3.395
H 1.308 1.758 2.112
H 0.779 2.333 4.459
```

## Properties
E_HOMO: -13.608 eV
Frontier orbital gap: 4.61 eV
E_tot: -117055.16654 eV
LUMO: -9.002 eV
Total charge: +2

Results of the Mulliken charge analysis, in e, for atoms 1 through 5: 0.6369 1.6831 0.6234 -0.0852 2.0475

---

(2)
This record from the Open Molecules 2025 dataset describes C44H36IMgN6O4S2Sb as an isolated structure. The level of theory is ωB97M-V/def2-TZVPD.

The geometry in XYZ format:
```
95
Properties=species:S:1:pos:R:3
Mg 0.664 1.242 -0.886
C -2.126 2.060 1.100
C -1.032 3.030 1.301
C -1.216 4.118 2.146
C -0.256 5.124 2.261
C 0.954 4.922 1.626
C 1.142 3.720 0.905
N 0.150 2.868 0.667
Sb 3.270 3.450 0.485
C 3.342 2.957 -1.604
C 4.622 3.280 -2.114
C 4.982 2.744 -3.374
C 4.007 1.972 -4.008
C 2.781 1.768 -3.427
C 1.820 0.962 -4.213
N 2.369 2.272 -2.236
C 3.070 1.339 0.952
C 4.271 0.828 1.434
C 4.351 -0.448 2.003
C 3.202 -1.221 1.963
C 2.041 -0.711 1.329
C 0.855 -1.578 1.226
N 1.983 0.542 0.843
H -3.025 2.450 1.582
H -1.904 1.081 1.485
H -2.316 1.967 0.033
H -2.196 4.155 2.643
H -0.435 5.997 2.848
H 1.796 5.629 1.810
H 5.281 3.903 -1.504
H 5.949 2.903 -3.824
H 4.114 1.477 -5.004
H 1.615 1.578 -5.094
H 0.907 0.671 -3.696
H 2.356 0.087 -4.577
H 5.165 1.486 1.332
H 5.246 -0.817 2.500
H 3.106 -2.197 2.426
H 0.283 -1.529 2.141
H 1.213 -2.612 1.009
H 0.193 -1.353 0.366
N -2.762 -0.617 -3.032
C -3.369 -1.765 -2.539
C -4.204 -2.589 -3.338
C -4.950 -3.583 -2.716
C -4.713 -3.908 -1.387
C -3.773 -3.221 -0.676
C -3.113 -2.103 -1.189
S -2.072 -1.264 -0.178
N -1.451 -0.152 -1.170
C -1.933 0.199 -2.347
C -1.690 1.568 -2.912
C -2.493 2.158 -3.932
C -2.375 3.515 -4.180
C -1.381 4.254 -3.562
C -0.584 3.605 -2.627
N -0.727 2.317 -2.254
H -2.647 -0.614 -4.036
H -4.279 -2.354 -4.403
H -5.703 -4.086 -3.310
H -5.197 -4.732 -0.836
H -3.707 -3.431 0.393
H -3.328 1.592 -4.380
H -3.075 3.953 -4.871
H -1.243 5.310 -3.653
H 0.232 4.145 -2.087
I 4.927 -6.449 -2.143
C 3.649 -4.781 -2.154
C 2.368 -4.893 -2.712
C 1.520 -3.811 -2.756
C 1.938 -2.551 -2.264
C 3.231 -2.400 -1.781
C 4.083 -3.515 -1.719
C 0.959 -1.476 -2.405
O -0.034 -1.597 -3.156
O 1.266 -0.425 -1.699
H 2.011 -5.830 -3.071
H 0.573 -3.927 -3.293
H 3.676 -1.477 -1.406
H 5.079 -3.461 -1.307
O -4.096 -2.180 9.430
C -3.937 -2.524 8.118
O -4.681 -3.373 7.684
C -2.912 -1.852 7.254
C -2.906 -2.281 5.913
C -2.114 -1.688 4.985
C -1.245 -0.556 5.300
S -0.369 0.234 4.128
C -1.205 -0.207 6.692
C -2.056 -0.833 7.626
H -3.552 -1.420 9.769
H -3.634 -3.095 5.643
H -2.101 -2.113 3.976
H -0.530 0.578 7.066
H -1.964 -0.415 8.651
```

## Properties
E_HOMO: -5.492 eV
Frontier orbital gap: 4.23 eV
E_tot: -105098.04567 eV
LUMO: -1.260 eV
Total charge: 0

Results of the Mulliken charge analysis, in e, for atoms 1 through 5: 2.4869 -0.5595 0.4701 -0.8623 -0.7275

---

(3)
This record from the Open Molecules 2025 dataset describes C44H37AsIrN3PS3 as an isolated structure. The level of theory is ωB97M-V/def2-TZVPD.

The geometry in XYZ format:
```
90
Properties=species:S:1:pos:R:3
Ir 0.049 -0.043 -0.134
C 2.136 -2.835 -4.090
S 2.362 -3.474 -2.420
C 1.489 -2.323 -1.435
S 1.147 -0.767 -2.037
N 1.220 -2.816 -0.245
N 0.585 -1.878 0.550
C 0.204 -2.216 1.724
C -0.450 -1.146 2.514
C -0.832 -1.306 3.829
C -1.328 -0.204 4.522
C -1.426 1.012 3.877
C -1.059 1.095 2.541
N -0.593 0.039 1.878
H 2.722 -3.497 -4.726
H 2.517 -1.821 -4.191
H 1.089 -2.881 -4.381
H 0.391 -3.209 2.114
H -0.720 -2.271 4.305
H -1.624 -0.304 5.558
H -1.798 1.893 4.383
H -1.145 2.009 1.964
S -0.611 2.054 -1.029
C 0.828 3.087 -1.051
C 0.779 4.243 -1.838
C 1.799 5.173 -1.781
C 2.895 4.984 -0.941
C 2.967 3.836 -0.177
C 1.950 2.883 -0.256
As 2.041 1.244 0.705
C 2.833 1.676 2.404
C 2.031 2.187 3.423
C 2.601 2.573 4.626
C 3.971 2.441 4.815
C 4.767 1.927 3.802
C 4.203 1.536 2.593
C 3.517 0.313 -0.156
C 3.847 -0.955 0.316
C 4.832 -1.699 -0.312
C 5.493 -1.179 -1.420
C 5.169 0.084 -1.887
C 4.182 0.835 -1.256
H -0.078 4.409 -2.479
H 1.738 6.064 -2.394
H 3.681 5.724 -0.889
H 3.822 3.668 0.468
H 0.964 2.302 3.278
H 1.980 2.978 5.415
H 4.418 2.741 5.754
H 5.835 1.828 3.949
H 4.828 1.131 1.810
H 3.330 -1.374 1.174
H 5.081 -2.687 0.055
H 6.258 -1.763 -1.916
H 5.682 0.492 -2.750
H 3.927 1.816 -1.635
C -3.059 -5.115 0.339
C -3.912 -4.113 0.778
C -3.642 -2.783 0.481
C -2.503 -2.442 -0.251
C -1.677 -3.462 -0.722
C -1.949 -4.788 -0.427
P -2.071 -0.735 -0.729
C -3.329 0.351 0.026
C -3.856 1.395 -0.736
C -4.776 2.275 -0.185
C -5.188 2.122 1.129
C -4.670 1.090 1.899
C -3.739 0.218 1.354
C -2.578 -0.710 -2.477
C -3.860 -1.203 -2.750
C -4.341 -1.228 -4.045
C -3.545 -0.762 -5.088
C -2.281 -0.266 -4.823
C -1.795 -0.236 -3.520
H -3.271 -6.150 0.575
H -4.797 -4.364 1.349
H -4.343 -2.027 0.798
H -0.820 -3.229 -1.339
H -1.293 -5.563 -0.802
H -3.551 1.523 -1.765
H -5.175 3.078 -0.791
H -5.916 2.802 1.553
H -4.991 0.961 2.925
H -3.349 -0.582 1.969
H -4.486 -1.571 -1.946
H -5.333 -1.613 -4.245
H -3.919 -0.784 -6.103
H -1.664 0.109 -5.630
H -0.818 0.174 -3.323
```

## Properties
E_HOMO: -9.825 eV
Frontier orbital gap: 6.35 eV
E_tot: -156168.97915 eV
LUMO: -3.476 eV
Total charge: +1
Relative energy (zero: lowest compared OMol25 entry of this formula, charge and spin): 0.662 eV

Results of the Mulliken charge analysis, in e, for atoms 1 through 5: 4.1065 -0.8144 -0.0396 0.5810 -0.8733

---

(4)
This record from the Open Molecules 2025 dataset describes C44H37MnN3O4S4 as an isolated structure. The level of theory is ωB97M-V/def2-TZVPD.

The geometry in XYZ format:
```
93
Properties=species:S:1:pos:R:3
Mn -0.423 -0.255 0.139
S -0.521 1.909 -0.465
C 1.144 2.340 0.046
C 1.403 3.667 0.341
C 2.630 4.029 0.875
C 3.600 3.065 1.106
C 3.365 1.742 0.766
C 2.131 1.372 0.256
S 1.809 -0.262 -0.392
C 2.245 -1.571 0.839
C 1.098 -2.546 0.938
C 1.334 -3.860 1.317
C 0.269 -4.745 1.407
C -1.005 -4.285 1.120
C -1.179 -2.959 0.750
C -2.542 -2.438 0.417
S -2.663 -0.604 0.541
C -3.241 -0.446 2.243
C -4.618 -0.281 2.342
C -5.253 -0.297 3.570
C -4.507 -0.456 4.728
C -3.127 -0.513 4.648
C -2.480 -0.498 3.411
S -0.712 -0.625 3.515
N -0.146 -2.101 0.668
H 0.644 4.410 0.150
H 2.832 5.061 1.110
H 4.558 3.344 1.521
H 4.135 0.997 0.888
H 2.462 -1.101 1.801
H 3.145 -2.069 0.474
H 2.340 -4.189 1.520
H 0.428 -5.769 1.709
H -1.855 -4.950 1.154
H -3.307 -2.889 1.048
H -2.761 -2.650 -0.634
H -5.185 -0.153 1.434
H -6.327 -0.214 3.614
H -4.996 -0.517 5.688
H -2.539 -0.596 5.550
O -0.204 1.681 -2.191
C -0.406 0.477 -2.634
N -0.380 0.177 -3.918
C -0.513 -1.259 -4.094
C -0.717 -1.701 -2.644
O -0.870 -2.813 -2.206
N -0.638 -0.572 -1.847
C -1.620 -1.625 -5.073
C -1.548 -1.114 -6.366
C -2.440 -1.544 -7.333
C -3.403 -2.489 -7.024
C -3.509 -2.955 -5.725
C -2.627 -2.521 -4.748
C 0.785 -1.900 -4.591
C 1.948 -1.163 -4.763
C 3.071 -1.767 -5.305
C 3.047 -3.103 -5.661
C 1.903 -3.849 -5.435
C 0.773 -3.253 -4.905
H -0.262 0.833 -4.672
H -0.783 -0.399 -6.632
H -2.376 -1.145 -8.332
H -4.057 -2.870 -7.794
H -4.281 -3.663 -5.469
H -2.713 -2.907 -3.743
H 1.987 -0.117 -4.490
H 3.963 -1.181 -5.459
H 3.915 -3.556 -6.115
H 1.884 -4.897 -5.684
H -0.124 -3.832 -4.742
C 3.297 5.404 4.974
C 2.291 4.439 4.465
C 1.065 4.860 3.962
C 0.139 3.976 3.448
C -1.153 4.551 2.980
C 0.461 2.580 3.376
C 1.666 2.130 3.994
C 2.089 0.702 4.109
C 2.542 3.068 4.501
C -0.312 1.804 2.459
O -1.079 2.280 1.619
O -0.123 0.414 2.279
H 3.124 6.405 4.588
H 4.308 5.083 4.731
H 3.233 5.456 6.062
H 0.834 5.915 3.963
H -1.315 5.525 3.437
H -2.000 3.908 3.205
H -1.141 4.690 1.899
H 1.523 0.200 4.894
H 3.140 0.661 4.386
H 1.947 0.153 3.182
H 3.475 2.728 4.930
```

## Properties
2S+1: 2
E_HOMO (spin up / spin down): -13.000 / -12.998 eV
Frontier orbital gap (spin up / spin down): 7.19 / 7.19 eV
E_tot: -133538.43017 eV
LUMO (spin up / spin down): -5.806 / -5.812 eV
Total charge: +2
Relative energy (zero: lowest compared OMol25 entry of this formula, charge and spin): 0.000 eV

Results of the Mulliken charge analysis, in e, for atoms 1 through 5: 0.2728 -0.1918 -0.1618 -0.6177 -0.7839

---

Q: Among the records above, which one has the highest E_tot?
A: C44H36IMgN6O4S2Sb

---

Q: Which value of E_tot does entry 4 give?
A: -133538.43017 eV